Computed, not measured: a structure of composition C3H3PS in a non-equilibrium geometry, with wB97M-V/def2-TZVPD.

Computed properties:
Electronic energy   -23279.98025 eV
LUMO (spin up / spin down)   -1.305 / -1.350 eV
ΔE to the lowest compared entry with this formula, charge and spin   1.468 eV
Frontier orbital gap (spin up / spin down)   6.19 / 6.20 eV

```
! RIJCOSX wB97M-V def2-TZVPD def2/J DEFGRID3
* xyz 0 1
C 0.36 0.25 0.08
C 1.45 -0.57 -0.03
C -1.10 -0.04 -0.01
P 1.06 1.79 -0.22
S 2.81 -1.33 0.09
H -1.52 0.63 -0.86
H -1.59 0.35 0.95
H -1.47 -1.08 0.00
*
```

And the Löwdin charges, in e, turn out to be:
1. C -0.8626
2. C -0.7811
3. C -0.1726
4. P 0.8484
5. S 0.7193
6. H 0.0894
7. H 0.0875
8. H 0.0717



Computed, not measured: an isolated molecule of C3H4 in a non-equilibrium geometry, with wB97M-V/def2-TZVPD.

Computed properties:
Electronic energy   -3173.33333 eV
Structure (SMILES)   C#CC
LUMO   1.027 eV
ΔE to the lowest compared entry with this formula, charge and spin   0.517 eV
Frontier orbital gap   11.14 eV

```
! RIJCOSX wB97M-V def2-TZVPD def2/J DEFGRID3
* xyz 0 1
C -1.35 -0.13 -0.01
C -0.23 0.20 0.01
C 1.20 -0.03 -0.01
H -2.40 0.06 0.04
H 1.59 0.91 -0.26
H 1.63 -0.37 0.94
H 1.50 -0.84 -0.67
*
```

And the Löwdin charges, in e, turn out to be:
1. C 0.0827
2. C -0.2108
3. C -0.1208
4. H 0.0267
5. H 0.0507
6. H 0.0856
7. H 0.0859



Computed, not measured: a cluster of 16 separate species, C3H40N2O16 in total in a non-equilibrium geometry, with wB97M-V/def2-TZVPD.

Computed properties:
Electronic energy   -39500.19204 eV
LUMO   -0.234 eV
ΔE to the lowest compared entry with this formula, charge and spin   1.842 eV
Frontier orbital gap   8.69 eV

```
! RIJCOSX wB97M-V def2-TZVPD def2/J DEFGRID3
* xyz 0 1
C -0.58 2.35 -1.97
N -0.69 2.42 -0.50
C -1.73 3.41 -0.11
O -2.48 2.81 0.91
C 0.78 1.86 -2.51
N 0.97 0.42 -2.47
H -0.73 3.28 -2.50
H -1.28 1.56 -2.27
H -0.91 1.51 -0.13
H -1.23 4.35 0.18
H -2.34 3.72 -0.97
H -3.20 2.34 0.48
H 1.01 2.19 -3.52
H 1.49 2.46 -1.90
H 0.84 0.15 -1.48
H 1.93 0.09 -2.51
H -3.42 -0.76 2.61
H -3.05 -1.07 1.12
O -3.73 -0.74 1.71
H 1.49 2.63 1.42
H 1.28 3.30 0.07
O 1.95 3.19 0.78
H 2.95 -0.53 0.37
H 2.15 0.67 0.51
O 2.08 -0.22 0.13
H -0.22 0.89 1.87
H -0.24 1.51 3.26
O 0.33 1.42 2.50
H 3.14 2.20 -0.01
H 4.40 2.69 -0.48
O 4.00 1.83 -0.35
H -2.95 -0.47 -1.04
H -1.69 -1.11 -1.87
O -2.45 -0.50 -1.86
H 2.01 -4.72 0.21
H 1.60 -3.23 0.02
O 1.29 -4.10 0.32
H -0.49 -5.21 0.21
H -0.55 -4.67 -1.21
O -0.99 -5.27 -0.61
H -0.72 -1.26 1.29
H 0.14 -0.72 0.11
O -0.47 -0.46 0.80
H -3.77 1.46 -2.25
H -3.18 1.36 -0.89
O -3.83 1.87 -1.38
H 2.55 0.16 2.73
H 3.01 0.23 4.12
O 3.01 -0.39 3.38
H 0.18 -2.30 -1.96
H -0.08 -1.72 -3.33
O -0.52 -2.22 -2.63
H 0.27 -0.79 3.17
H -0.02 -1.22 4.65
O -0.43 -0.97 3.81
H -1.39 -2.90 2.26
H -2.12 -3.50 1.15
O -1.82 -2.62 1.43
H 3.05 -2.80 -2.12
H 2.89 -1.49 -1.29
O 2.52 -2.36 -1.45
*
```

And the Löwdin charges, in e, turn out to be:
1. C -0.2120
2. N -0.0315
3. C -0.2805
4. O -0.0304
5. C -0.2610
6. N 0.0187
7. H 0.1217
8. H 0.0896
9. H 0.0630
10. H 0.1201
11. H 0.1069
12. H 0.0504
13. H 0.1089
14. H 0.0914
15. H 0.0248
16. H 0.0614
17. H 0.0315
18. H -0.0191
19. O -0.0552
20. H 0.0150
21. H 0.0307
22. O -0.0659
23. H 0.0623
24. H 0.0358
25. O -0.0572
26. H 0.0096
27. H 0.0600
28. O -0.0761
29. H -0.0211
30. H 0.0414
31. O -0.1045
32. H 0.0200
33. H -0.0034
34. O -0.0590
35. H 0.0514
36. H 0.0097
37. O -0.0580
38. H -0.0020
39. H 0.0079
40. O -0.0632
41. H 0.0202
42. H 0.0205
43. O -0.0642
44. H 0.0581
45. H -0.0073
46. O -0.0459
47. H -0.0028
48. H 0.0453
49. O -0.0514
50. H 0.0144
51. H 0.0538
52. O -0.0489
53. H 0.0079
54. H 0.0517
55. O -0.0439
56. H 0.0708
57. H 0.0755
58. O -0.0534
59. H 0.0792
60. H 0.0265
61. O -0.0383



Computed, not measured: a cluster of 2 separate species, C3H4BF3O3 in total in a non-equilibrium geometry, with wB97M-V/def2-TZVPD.

Computed properties:
Electronic energy   -18144.94483 eV
LUMO   -2.535 eV
ΔE to the lowest compared entry with this formula, charge and spin   5.197 eV
Frontier orbital gap   7.63 eV

```
! RIJCOSX wB97M-V def2-TZVPD def2/J DEFGRID3
* xyz 0 1
B 1.24 -0.34 -0.10
C -1.75 0.23 0.90
C -2.23 0.66 -0.38
C -2.60 -0.69 0.17
O 0.99 0.46 -1.17
O 2.60 -0.77 0.14
O 0.45 -0.52 0.94
F -3.10 1.68 -0.49
F -2.18 -1.79 -0.57
F -3.78 -1.01 0.59
H -1.67 0.48 2.03
H -1.76 0.51 -1.33
H 1.72 0.32 -1.93
H 2.86 -0.79 1.09
*
```

And the Löwdin charges, in e, turn out to be:
1. B -0.9564
2. C 0.2502
3. C -0.1885
4. C -0.4666
5. O 0.1175
6. O 0.0849
7. O 0.1282
8. F 0.0782
9. F 0.1113
10. F 0.1892
11. H 0.1950
12. H 0.1726
13. H 0.1831
14. H 0.1014



Computed, not measured: a structure of composition C3H4BF4NO8V3 in a non-equilibrium geometry, with wB97M-V/def2-TZVPD.

Computed properties:
Electronic energy   -109638.62114 eV
LUMO (spin up / spin down)   -9.998 / -11.078 eV
Frontier orbital gap (spin up / spin down)   7.10 / 6.83 eV

```
! RIJCOSX wB97M-V def2-TZVPD def2/J DEFGRID3
* xyz 2 4
O -18.77 -13.79 -7.49
V -18.90 -15.08 -6.65
O -18.64 -14.76 -5.15
O -16.51 -20.92 -6.30
V -17.96 -21.52 -6.09
O -18.48 -22.07 -7.44
O -21.94 -19.97 -8.76
V -20.96 -18.90 -9.28
B -18.68 -19.27 -10.77
F -18.83 -19.67 -12.06
F -19.39 -20.20 -9.91
F -17.40 -19.10 -10.37
F -19.48 -18.10 -10.51
O -18.52 -17.40 -6.28
C -19.07 -18.64 -6.57
O -18.83 -19.52 -5.71
O -19.65 -18.86 -7.67
H -18.06 -17.71 -5.45
C -15.66 -19.21 -2.87
C -15.81 -18.40 -4.09
N -15.96 -17.78 -5.06
H -16.61 -19.26 -2.35
H -14.87 -18.76 -2.27
H -15.33 -20.19 -3.20
*
```

And the Löwdin charges, in e, turn out to be:
1. O -0.1741
2. V 1.1948
3. O -0.1729
4. O -0.1294
5. V 1.0755
6. O -0.1604
7. O -0.1075
8. V 1.4120
9. B -1.1989
10. F 0.2346
11. F 0.0702
12. F 0.2311
13. F 0.0514
14. O 0.0283
15. C -0.6027
16. O -0.0075
17. O -0.0388
18. H 0.1095
19. C -0.0249
20. C -0.2255
21. N 0.1545
22. H 0.0908
23. H 0.1016
24. H 0.0884



Computed, not measured: an isolated molecule of C3H4BN in a non-equilibrium geometry, with wB97M-V/def2-TZVPD.

Computed properties:
Electronic energy   -5338.50747 eV
Structure (SMILES)   BC(=C)C#N
LUMO   -0.766 eV
ΔE to the lowest compared entry with this formula, charge and spin   2.002 eV
Frontier orbital gap   9.54 eV

```
! RIJCOSX wB97M-V def2-TZVPD def2/J DEFGRID3
* xyz 0 1
B 0.71 -0.61 -1.35
C -0.15 0.25 0.20
C -0.73 -0.49 1.13
C -0.06 1.66 0.07
N -0.04 2.81 -0.05
H 1.80 -0.74 -1.14
H 0.03 -1.00 -2.08
H -1.07 -0.29 2.12
H -0.49 -1.59 1.08
*
```

And the Löwdin charges, in e, turn out to be:
1. B 0.2835
2. C -0.2565
3. C 0.0118
4. C -0.2663
5. N 0.1467
6. H -0.0113
7. H -0.0368
8. H 0.0547
9. H 0.0743



Computed, not measured: a structure of composition C3H4BeO2 in a non-equilibrium geometry, with wB97M-V/def2-TZVPD.

Computed properties:
Electronic energy   -7669.47647 eV
LUMO (spin up / spin down)   -0.625 / -0.625 eV
ΔE to the lowest compared entry with this formula, charge and spin   0.000 eV
Frontier orbital gap (spin up / spin down)   6.99 / 6.99 eV

```
! RIJCOSX wB97M-V def2-TZVPD def2/J DEFGRID3
* xyz 0 1
O -0.93 -0.33 -1.68
C -1.41 -0.23 -0.44
C -0.77 0.23 0.68
O 0.49 0.75 0.74
C 1.60 -0.01 0.17
Be 0.74 -0.34 -1.39
H -2.35 -0.76 -0.23
H -1.62 0.92 1.03
H 1.77 -0.88 0.82
H 2.47 0.65 0.31
*
```

And the Löwdin charges, in e, turn out to be:
1. O -0.1619
2. C -0.2945
3. C -0.2267
4. O -0.2010
5. C -0.1690
6. Be 0.6775
7. H 0.1145
8. H 0.1413
9. H 0.0600
10. H 0.0598



Computed, not measured: a structure of composition C3H4BeO4 in a non-equilibrium geometry, with wB97M-V/def2-TZVPD.

Computed properties:
Electronic energy   -11766.51682 eV
LUMO   -0.123 eV
ΔE to the lowest compared entry with this formula, charge and spin   0.000 eV
Frontier orbital gap   9.77 eV

```
! RIJCOSX wB97M-V def2-TZVPD def2/J DEFGRID3
* xyz 0 1
O 1.11 -0.93 1.48
C 1.10 -1.59 0.34
C 0.36 0.44 1.18
O 0.42 -2.59 0.17
O 1.17 -0.69 -0.66
C 0.40 0.50 -0.30
H 0.94 1.23 1.67
H -0.62 0.37 1.68
H 0.99 1.36 -0.66
O -2.03 0.96 -1.80
H -2.83 0.52 -2.08
Be -1.01 0.41 -1.02
*
```

And the Löwdin charges, in e, turn out to be:
1. O 0.0318
2. C -0.5783
3. C -0.0308
4. O 0.1332
5. O -0.0130
6. C -0.2622
7. H 0.1232
8. H 0.1222
9. H 0.1301
10. O -0.1418
11. H 0.0372
12. Be 0.4482



Computed, not measured: a structure of composition C3H4BiO3 in a non-equilibrium geometry, with wB97M-V/def2-TZVPD.

Computed properties:
Electronic energy   -15129.92384 eV
LUMO (spin up / spin down)   -12.524 / -12.520 eV
ΔE to the lowest compared entry with this formula, charge and spin   4.561 eV
Frontier orbital gap (spin up / spin down)   5.92 / 6.49 eV

```
! RIJCOSX wB97M-V def2-TZVPD def2/J DEFGRID3
* xyz 2 2
C -1.71 -1.18 0.07
C -0.43 -1.54 0.10
O 0.60 -0.63 0.19
C 1.86 -1.00 -0.07
O 2.44 0.19 -0.19
Bi 0.85 1.63 -0.03
H -2.44 -1.84 -0.40
H -2.07 -0.44 0.79
H 3.40 0.15 -0.31
O -0.87 2.30 -0.37
H -1.61 2.36 0.23
*
```

And the Löwdin charges, in e, turn out to be:
1. C 0.1141
2. C 0.0322
3. O -0.2598
4. C 0.0257
5. O -0.1765
6. Bi 2.2185
7. H 0.1109
8. H 0.1012
9. H 0.1777
10. O -0.4015
11. H 0.0574



Computed, not measured: a cluster of 2 separate species, C3H4Br2O in total in a non-equilibrium geometry, with wB97M-V/def2-TZVPD.

Computed properties:
Electronic energy   -145302.16993 eV
LUMO (spin up / spin down)   0.671 / -2.952 eV
ΔE to the lowest compared entry with this formula, charge and spin   2.128 eV
Frontier orbital gap (spin up / spin down)   8.11 / 7.08 eV

```
! RIJCOSX wB97M-V def2-TZVPD def2/J DEFGRID3
* xyz 0 3
C -1.32 0.36 0.95
C -0.26 -0.29 0.42
C 1.05 0.11 -0.06
O 0.49 -0.23 -2.04
Br 2.47 -1.02 0.13
Br 1.70 1.85 0.04
H -2.27 0.02 1.24
H -1.37 1.37 0.77
H -0.32 -1.38 0.41
H -0.18 -0.79 -1.85
*
```

And the Löwdin charges, in e, turn out to be:
1. C 0.0519
2. C -0.3148
3. C -1.3192
4. O 0.0131
5. Br 0.7349
6. Br 0.7061
7. H 0.0520
8. H 0.0278
9. H 0.0979
10. H -0.0497



Number 1 is which compound?
C3H3PS



What is the formula in the second record?
C3H4



What is the electronic energy in the tenth record?
-145302.16993 eV